# 1
Here is a molecular structure, C4H9NOS at a distorted geometry from the OMol25 dataset. Energies are from wB97M-V/def2-TZVPD.

Structure (XYZ):
```
16
Properties=species:S:1:pos:R:3:nbo_charge:R:1
S 2.882 -0.427 -0.273 0.9321
O 4.136 0.309 -0.167 -0.7401
N 1.217 0.735 0.600 -0.2689
C -1.171 0.741 1.143 -0.5986
C -0.329 0.504 -1.277 -0.6332
C -0.055 0.202 0.189 -0.0236
C -0.182 -1.338 0.256 -0.6054
H -1.051 -0.016 -1.967 0.2323
H -1.516 0.020 1.823 0.2111
H -1.178 1.678 1.517 0.2228
H -0.689 1.507 -1.304 0.2139
H -1.174 -1.631 0.061 0.2154
H 0.635 0.561 -1.820 0.2185
H 0.402 -1.923 -0.441 0.2092
H -1.970 0.721 0.434 0.2067
H 0.042 -1.645 1.228 0.2077
```

<S²> ... 2.05
Gap between HOMO and LUMO (alpha / beta) ... 0.3219 / 0.2655 hartree
Max |F| ... 4.165 eV/Å
2S+1 ... 3
Energy relative to the best compared isomer or geometry (same formula, charge and spin) ... 133.8 kJ/mol
E_HOMO (alpha / beta) ... -9.004 / -8.849 eV

=====

# 2
Here is a molecular structure, C30H44As2NReS5Se from the OMol25 dataset. Energies are from wB97M-V/def2-TZVPD.

Structure (XYZ):
```
84
Properties=species:S:1:pos:R:3:lowdin_charge:R:1
Re -0.713 -1.982 0.550 0.5542
Se -1.957 -0.084 -2.616 0.7886
As 0.397 -4.984 -1.376 0.8516
As -4.222 -1.248 1.489 -0.1966
S -0.527 -4.306 0.501 0.2254
S -2.357 -1.220 -0.722 0.0808
S -4.575 0.641 2.028 0.1854
S -2.077 -1.916 2.190 0.2583
S -5.245 -2.866 0.912 0.1601
N 0.519 -0.670 0.915 -0.1471
C 0.670 0.127 3.275 -0.0851
C -3.834 1.883 -1.702 -0.2939
C 2.299 -5.012 -1.245 -0.2046
C -0.048 2.424 -2.137 -0.0626
C -0.183 -3.906 -2.847 -0.2195
C 3.780 -1.675 -1.505 0.0099
C -3.229 4.133 -1.007 -0.2354
C -0.616 2.173 3.939 -0.0971
C 1.883 2.248 3.789 -0.1022
C -3.625 5.485 -0.496 -0.0257
C 0.499 3.482 2.113 -0.1011
C 1.643 -1.072 0.109 -0.3282
C -2.475 1.628 -1.947 -0.4927
C -0.245 -6.774 -1.582 -0.2223
C -4.925 0.881 -1.949 -0.0713
C -4.176 3.137 -1.215 0.0056
C -0.708 2.617 2.477 -0.2673
C 1.779 2.671 2.322 -0.2628
C -1.495 2.617 -1.779 -0.3091
C 2.589 -1.296 -2.102 -0.2543
C 1.503 -0.979 -1.274 -0.0444
C -0.723 1.377 1.580 -0.1000
C 5.240 -2.199 0.477 -0.0198
C 3.923 -1.798 -0.114 -0.2463
C -1.899 3.856 -1.305 -0.0052
C 2.833 -1.518 0.693 0.0144
C 0.676 1.384 4.160 -0.2656
C 0.553 0.562 1.818 -0.4008
C 2.475 -1.158 -3.593 -0.0233
C 1.758 1.418 1.431 -0.0697
H -1.483 1.556 4.197 0.1240
H 2.691 -5.468 -2.155 0.0651
H -0.638 3.043 4.598 0.1316
H 2.810 1.694 3.962 0.1264
H 0.305 1.417 -1.915 0.0188
H -1.611 0.788 1.791 0.0405
H 0.423 3.819 1.077 0.1131
H 0.747 1.069 5.203 0.1500
H 1.916 3.133 4.426 0.1310
H 0.173 -4.370 -3.767 0.0641
H -1.272 -3.860 -2.846 0.0541
H -5.898 1.354 -1.839 0.0915
H -3.336 6.262 -1.203 0.0951
H 0.106 -7.376 -0.746 0.0587
H 5.122 -2.584 1.488 0.0879
H 3.084 -0.327 -3.949 0.1008
H 4.639 -1.882 -2.131 0.1406
H -1.334 -6.769 -1.611 0.0579
H 2.830 -2.054 -4.103 0.0913
H 0.120 2.600 -3.202 0.1007
H -1.634 3.173 2.309 0.1457
H 2.691 0.866 1.565 0.1215
H 2.904 -1.610 1.768 0.1297
H 2.650 3.267 2.043 0.1497
H -4.888 0.054 -1.238 0.0259
H 0.606 -0.551 -1.700 0.0280
H -3.123 5.701 0.449 0.0884
H -4.863 0.455 -2.951 0.0791
H -1.155 4.632 -1.173 0.1297
H 5.908 -1.338 0.525 0.1017
H 0.235 -2.904 -2.748 0.0073
H 0.523 4.374 2.741 0.1315
H 1.688 1.703 0.378 0.1266
H 2.671 -3.995 -1.140 0.0154
H 0.568 3.135 -1.590 0.0813
H -4.698 5.551 -0.335 0.0841
H 1.446 -0.965 -3.899 0.0763
H -5.218 3.347 -1.010 0.1267
H 5.732 -2.957 -0.131 0.0902
H 1.596 -0.435 3.419 0.1235
H 0.156 -7.162 -2.519 0.0615
H -0.161 -0.527 3.555 0.0806
H -0.772 1.669 0.531 0.1096
H 2.580 -5.608 -0.378 0.0623
```

Gap between HOMO and LUMO ... 0.2078 hartree
Max |F| ... 0.703 eV/Å
E_HOMO ... -13.499 eV
Net charge ... +2

=====

# 3
Here is a molecular structure, C10H22ClLiO7 at a distorted geometry from the OMol25 dataset. Energies are from wB97M-V/def2-TZVPD.

Structure (XYZ):
```
41
Properties=species:S:1:pos:R:3:nbo_charge:R:1
Cl -2.524 -0.047 -2.592 2.4539
O 0.336 -1.657 0.899 -0.7555
O 1.121 -0.467 -1.548 -0.6472
O -1.353 1.310 0.431 -0.6207
O -2.545 -0.410 -4.001 -0.4979
O -2.013 -1.127 -1.789 -0.7570
O -3.860 0.207 -2.128 -0.6847
O -1.530 1.006 -2.428 -0.5179
C 3.212 -0.382 -2.565 -0.4228
C -2.149 1.795 2.422 -0.4223
C -2.626 1.282 1.019 -0.0788
C 1.279 -1.683 -2.357 -0.0568
C 2.319 0.375 -1.537 -0.0675
C 0.996 -1.839 3.166 -0.6569
C -0.074 -1.432 2.194 -0.0713
C -0.593 2.455 0.788 -0.0844
C -1.391 3.046 1.975 -0.4296
C 2.813 -1.864 -2.422 -0.4322
Li -0.383 -0.200 -0.370 0.8909
H 3.184 -2.601 -3.134 0.2448
H 0.465 -2.608 0.914 0.4876
H 2.163 1.428 -1.770 0.1986
H -3.263 1.920 0.407 0.1939
H 1.898 -1.229 3.108 0.2230
H 0.673 -1.913 4.204 0.2378
H 2.940 -0.052 -3.568 0.2144
H -3.034 2.138 2.957 0.2312
H -0.363 3.096 -0.063 0.2099
H -0.986 -2.022 2.288 0.1744
H 0.792 -1.473 -3.310 0.1811
H -0.803 3.491 2.777 0.2371
H -0.281 -0.362 2.179 0.1690
H 1.373 -2.850 3.010 0.2164
H 2.736 0.298 -0.532 0.1789
H 0.632 -2.395 -1.843 0.1947
H 3.112 -2.236 -1.443 0.2079
H 4.260 -0.206 -2.322 0.2337
H -3.105 0.303 1.032 0.2091
H 0.282 2.049 1.296 0.1811
H -1.579 1.084 3.020 0.2172
H -2.132 3.770 1.638 0.2169
```

<S²> ... 0.76
Gap between HOMO and LUMO (alpha / beta) ... 0.4078 / 0.1660 hartree
Max |F| ... 3.825 eV/Å
2S+1 ... 2
Energy relative to the best compared isomer or geometry (same formula, charge and spin) ... 12.9 kJ/mol
E_HOMO (alpha / beta) ... -13.373 / -13.372 eV
Net charge ... +1

=====

# 4
Here is a molecular structure, C23H29F5NO3P2Ti at a distorted geometry from the OMol25 dataset. Energies are from wB97M-V/def2-TZVPD.

Structure (XYZ):
```
64
Properties=species:S:1:pos:R:3:nbo_charge:R:1
Ti -0.113 -0.051 0.183 1.3153
P -1.527 0.006 2.129 0.9478
P 0.657 0.057 -2.413 1.0070
F 2.884 -5.568 1.217 -0.2730
F 4.419 -4.723 3.252 -0.2663
F 2.753 -0.294 2.730 -0.2830
F 4.398 -2.158 4.039 -0.2741
F 1.230 -3.717 -0.128 -0.2888
O -1.584 5.272 -1.595 -0.9467
O -3.641 2.523 -4.685 -0.9546
O 1.327 -1.119 0.626 -0.7057
N -1.527 -1.347 -0.727 -0.6778
C 3.654 -3.843 2.595 0.2869
C -1.777 -1.375 -2.109 0.2162
C 2.094 -3.356 0.862 0.2821
C -0.791 -0.886 -3.002 -0.7440
C 2.874 -1.588 2.335 0.2841
C -2.227 -1.654 1.626 -0.7207
C 1.533 4.053 1.496 -0.2148
C 0.688 3.009 1.057 -0.2733
C -3.451 -2.669 -0.261 -0.2963
C 3.648 -2.518 2.989 0.2827
C -0.657 -0.245 3.673 -0.9344
C 2.909 3.984 1.230 -0.2027
C -2.999 1.000 2.490 -0.9342
C -3.732 -2.730 -1.625 -0.1339
C 3.409 2.902 0.483 -0.2022
C 1.195 1.816 0.534 -0.2821
C -2.456 -1.817 0.154 0.2075
C 2.871 -4.261 1.537 0.2837
C 1.948 -1.127 -2.832 -0.9471
C -2.977 -2.013 -2.528 -0.2501
C 2.531 1.859 0.087 -0.2585
C 1.009 1.532 -3.430 -0.9401
C 2.114 -2.002 1.231 0.2168
H -0.967 -1.113 -4.069 0.2406
H 4.495 2.864 0.236 0.2277
H -3.218 -1.974 -3.595 0.2325
H 2.909 1.088 -0.604 0.2060
H -0.711 4.813 -1.847 0.4722
H -3.482 0.492 3.344 0.2634
H 3.590 4.779 1.576 0.2299
H 1.113 4.919 2.030 0.2282
H -1.420 -0.471 4.440 0.2604
H -1.488 -2.405 1.972 0.2677
H 1.873 -1.276 -3.910 0.2500
H -0.114 0.689 3.901 0.2826
H -3.665 1.030 1.608 0.2682
H -3.215 1.655 -4.819 0.4776
H -1.665 1.091 0.529 0.1043
H -2.242 5.000 -2.262 0.4769
H -4.536 -3.369 -1.957 0.2337
H -2.667 2.019 2.761 0.2732
H -0.392 3.172 1.091 0.1974
H -3.989 -3.237 0.489 0.2287
H 2.981 -0.883 -2.582 0.2456
H 1.054 1.342 -4.507 0.2581
H 1.965 2.001 -3.179 0.2600
H 1.686 -2.041 -2.296 0.2573
H 0.061 -1.076 3.566 0.2695
H 0.237 2.262 -3.176 0.2480
H -4.286 2.494 -3.885 0.4784
H -1.453 0.924 -0.318 -0.0331
H -3.139 -1.743 2.247 0.2694
```

Gap between HOMO and LUMO (alpha / beta) ... 0.2005 / 0.2005 hartree
Max |F| ... 5.334 eV/Å
E_HOMO (alpha / beta) ... -9.982 / -9.983 eV
Net charge ... +1

=====

# 5
Here is 4 unconnected molecules or ions with the total composition C4H7Cl2O3P at a distorted geometry from the OMol25 dataset. Energies are from wB97M-V/def2-TZVPD.

Structure (XYZ):
```
17
Properties=species:S:1:pos:R:3:nbo_charge:R:1
Cl -4.415 4.503 -8.785 -1.0000
Cl 2.239 -2.933 -0.708 -0.3113
P -1.151 0.266 2.950 2.4428
O -2.456 -0.258 2.576 -1.1308
O -0.626 1.561 2.453 -1.1393
O -0.366 -0.421 3.970 -1.1614
C 1.276 -1.034 1.729 -0.2134
C 0.689 -0.673 0.717 -0.0665
C -0.187 -0.255 -0.337 -0.4976
C 0.678 0.659 -1.311 -0.6080
H 1.412 0.107 -1.997 0.1981
H 1.231 1.392 -0.793 0.2212
H 0.184 1.221 -2.122 0.2170
H -0.965 0.212 0.116 0.2688
H 1.397 -1.280 2.727 0.2620
H -0.636 -1.252 -0.690 0.2304
H 1.695 -1.814 -0.494 0.2880
```

Gap between HOMO and LUMO ... 0.2415 hartree
Max |F| ... 4.185 eV/Å
Energy relative to the best compared isomer or geometry (same formula, charge and spin) ... 223.1 kJ/mol
E_HOMO ... -2.246 eV
Net charge ... -2